## w
DFT (ωB97M-V with the def2-TZVPD basis set) results for 2 unconnected molecules or ions with the total composition C4H6ClN.

XYZ file:
```
12
Properties=species:S:1:pos:R:3
C 1.10071 0.49295 -0.51619
C 3.38960 3.03555 1.38471
C 0.81094 -0.79826 -1.22268
C -0.16241 1.32485 -0.28115
N 3.68539 2.61834 0.33602
Cl 3.75215 1.83009 -1.08945
H 1.54895 -1.46754 -0.78658
H 1.05450 -0.62163 -2.29756
H -0.30542 -1.26131 -1.31311
H 0.00145 1.97916 0.51020
H -1.20017 0.82094 -0.28668
H -0.12873 1.88465 -1.23111
```

Its gap between HOMO and LUMO is 8.58 eV. For the lowest unoccupied orbital energy, the calculation gives 0.09 eV. As for the multiplicity: 1. The net charge is 0. The value obtained for the HOMO energy is -0.3120 hartree.

The molecule's Mulliken atomic charges, reported in e, are given here: C 0.017; C -0.088; C -0.819; C -0.910; N -0.022; Cl 0.097; H 0.311; H 0.262; H 0.250; H 0.339; H 0.289; H 0.274


## x
DFT (ωB97M-V with the def2-TZVPD basis set) results for C4H6ClN in the gas phase.

XYZ file:
```
12
Properties=species:S:1:pos:R:3
C -1.34118 0.47514 -0.32342
N -0.37733 0.23997 0.74786
C 1.11380 0.31629 0.61604
C 1.07729 -1.18253 1.46760
C -0.28051 -1.02038 1.35299
Cl -1.51950 -2.23654 1.59345
H -1.29817 1.46538 -0.54007
H -1.31501 -0.31842 -1.08164
H -2.32958 0.37864 0.19173
H 1.44778 1.12114 1.22248
H 1.47334 0.11335 -0.30649
H 1.85212 -1.46777 2.16892
```

Its gap between HOMO and LUMO is 9.34 eV. The SMILES is CN1CC=C1Cl. For the lowest unoccupied orbital energy, the calculation gives 0.99 eV. As for the multiplicity: 1. The net charge is 0. The value obtained for the HOMO energy is -0.3066 hartree.

The molecule's Mulliken atomic charges, reported in e, are given here: C -1.016; N -0.110; C -0.504; C -0.592; C 0.376; Cl -0.195; H 0.425; H 0.326; H 0.322; H 0.298; H 0.385; H 0.286


Pick x: it beats the second-best structure by 0.1448 hartree.


## w
DFT (ωB97M-V with the def2-TZVPD basis set) results for a molecular structure, C6H7NO3.

XYZ file:
```
17
Properties=species:S:1:pos:R:3
C -0.82090 -1.50886 -1.14224
C -1.57687 -0.28943 0.90272
C -0.43491 -0.12465 1.89617
C 0.80936 0.09349 0.04937
C -0.47130 -0.17123 -0.79580
C 1.83573 0.91055 -0.78969
N -1.11065 -2.62329 -1.25474
O -2.78081 -0.34167 0.94361
O 0.51739 0.64692 1.28362
O -0.82690 1.00527 -1.45633
H -0.78087 0.21524 2.85797
H 0.02077 -1.17390 1.87521
H 1.26000 -0.96788 0.13186
H 1.34877 1.29328 -1.60746
H 2.71554 0.37816 -1.03530
H 2.04853 1.77314 -0.15527
H -1.75289 0.88487 -1.70369
```

Its gap between HOMO and LUMO is 9.17 eV. For the lowest unoccupied orbital energy, the calculation gives 0.31 eV. As for the multiplicity: 1. The net charge is 0. The value obtained for the HOMO energy is -0.3255 hartree.

The molecule's Mulliken atomic charges, reported in e, are given here: C 0.122; C 0.429; C -0.388; C 0.330; C 0.322; C -1.342; N -0.479; O -0.469; O -0.390; O -0.556; H 0.379; H 0.291; H 0.294; H 0.408; H 0.331; H 0.337; H 0.381


## x
DFT (ωB97M-V with the def2-TZVPD basis set) results for C6H7NO3 in the gas phase.

XYZ file:
```
17
Properties=species:S:1:pos:R:3
N 0.49912 2.89761 -0.86646
C 0.69564 1.99441 0.31672
C 0.30021 0.54958 0.16109
C 0.95592 -0.50467 0.57541
C 0.34688 -1.81641 0.64048
O 0.81850 -2.73924 1.25496
C -0.92762 -1.95133 -0.07875
O -1.46413 -3.21828 -0.12391
C -1.38371 -0.80288 -0.68577
O -0.89362 0.41788 -0.44576
H 0.77741 2.43300 -1.65231
H -0.50442 3.03528 -0.97223
H 0.26320 2.48830 1.23700
H 1.85228 2.05670 0.30949
H 1.93420 -0.41854 1.01867
H -1.07317 -3.62955 0.70620
H -2.19670 -0.79186 -1.39481
```

Its gap between HOMO and LUMO is 9.67 eV. The SMILES is NCc1cc(=O)c(O)co1. For the lowest unoccupied orbital energy, the calculation gives 0.51 eV. As for the multiplicity: 1. The net charge is 0. The value obtained for the HOMO energy is -0.3367 hartree.

The molecule's Mulliken atomic charges, reported in e, are given here: N -0.632; C -0.556; C 0.345; C -0.449; C 0.880; O -0.666; C 0.117; O -0.549; C -0.459; O -0.317; H 0.244; H 0.269; H 0.287; H 0.316; H 0.372; H 0.384; H 0.414


## y
DFT (ωB97M-V with the def2-TZVPD basis set) results for C6H7NO3 in the gas phase.

XYZ file:
```
17
Properties=species:S:1:pos:R:3
C 0.30055 0.70669 -2.58106
C -0.50801 0.80920 -1.29611
C 0.30860 0.51623 -0.11269
C 1.02017 0.30238 0.84219
C 1.84506 0.07554 2.02483
N 2.30792 -1.17292 2.18886
O 2.75656 0.90065 2.28720
O -1.60634 -0.11533 -1.36219
C -2.82084 0.28848 -1.00263
O -3.78402 -0.41458 -1.14576
H 0.63036 -0.32698 -2.74416
H -0.31485 1.03360 -3.42758
H 1.18257 1.35563 -2.51102
H -0.90632 1.83112 -1.19244
H 1.61640 -1.90511 2.28837
H 3.37968 -0.89360 2.48916
H -2.85395 1.30522 -0.56329
```

Its gap between HOMO and LUMO is 10.09 eV. The SMILES is C[C@H](C#CC(N)=O)OC=O. For the lowest unoccupied orbital energy, the calculation gives -0.01 eV. As for the multiplicity: 1. The net charge is 0. The value obtained for the HOMO energy is -0.3712 hartree.

The molecule's Mulliken atomic charges, reported in e, are given here: C -1.349; C 0.422; C -0.288; C 0.091; C 0.456; N -0.443; O -0.621; O -0.378; C 0.265; O -0.474; H 0.329; H 0.358; H 0.375; H 0.378; H 0.242; H 0.328; H 0.310


Pick x: it beats the second-best structure by 0.0648 hartree.